(1)
{
  "formula": "C23H31N5O2S",
  "method": "ωB97M-V/def2-TZVPD",
  "elements": ["C", "C", "C", "C", "O", "N", "C", "C", "C", "N", "C", "C", "N", "C", "C", "C", "N", "N", "C", "C", "C", "S", "C", "C", "C", "C", "C", "C", "C", "C", "O", "H", "H", "H", "H", "H", "H", "H", "H", "H", "H", "H", "H", "H", "H", "H", "H", "H", "H", "H", "H", "H", "H", "H", "H", "H", "H", "H", "H", "H", "H", "H"],
  "xyz": [[1.567, 4.888, -1.835], [2.424, 3.790, -1.220], [1.574, 2.573, -0.881], [0.676, 2.851, 0.354], [0.988, 3.645, 1.214], [-0.454, 2.129, 0.350], [-1.372, 2.109, 1.465], [-1.165, 0.888, 2.366], [-1.310, -0.423, 1.584], [-2.516, -0.427, 0.776], [-2.416, -1.285, -0.389], [-3.653, -1.102, -1.261], [-4.843, -1.452, -0.509], [-6.035, -1.383, -1.324], [-4.939, -0.599, 0.660], [-3.701, -0.777, 1.532], [2.399, 1.412, -0.559], [3.605, 1.673, -0.087], [4.407, 0.724, 0.282], [5.754, 1.093, 0.801], [3.982, -0.623, 0.180], [4.881, -2.041, 0.631], [3.544, -3.063, 0.153], [3.505, -4.446, 0.227], [2.358, -5.091, -0.192], [1.268, -4.371, -0.680], [1.306, -2.996, -0.757], [2.452, -2.323, -0.337], [2.722, -0.917, -0.317], [1.844, 0.152, -0.719], [0.704, 0.020, -1.158], [2.182, 5.752, -2.075], [0.797, 5.200, -1.135], [1.088, 4.542, -2.749], [2.883, 4.152, -0.300], [3.216, 3.494, -1.910], [0.941, 2.284, -1.728], [-0.563, 1.392, -0.336], [-1.211, 3.026, 2.036], [-2.389, 2.090, 1.067], [-1.894, 0.932, 3.175], [-0.168, 0.925, 2.809], [-1.280, -1.275, 2.286], [-0.458, -0.528, 0.910], [-1.529, -1.001, -0.957], [-2.335, -2.349, -0.102], [-3.585, -1.758, -2.132], [-3.693, -0.055, -1.611], [-6.893, -1.691, -0.727], [-5.931, -2.068, -2.164], [-6.226, -0.372, -1.717], [-5.829, -0.882, 1.227], [-5.028, 0.465, 0.376], [-3.777, -0.124, 2.403], [-3.658, -1.825, 1.882], [5.879, 0.716, 1.815], [5.859, 2.173, 0.799], [6.530, 0.647, 0.180], [4.351, -4.998, 0.605], [2.306, -6.168, -0.142], [0.385, -4.900, -1.002], [0.473, -2.426, -1.137]],
  "lowdin_charge": [-0.088, -0.212, -0.182, -0.447, 0.077, 0.092, -0.171, -0.149, -0.202, -0.177, -0.178, -0.190, -0.232, -0.107, -0.194, -0.176, 0.011, 0.169, -0.318, -0.034, -0.386, 1.110, -0.450, -0.091, -0.079, -0.071, -0.003, -0.176, -0.080, -0.341, 0.019, 0.073, 0.076, 0.074, 0.106, 0.114, 0.152, 0.111, 0.119, 0.114, 0.102, 0.116, 0.125, 0.094, 0.098, 0.129, 0.121, 0.127, 0.082, 0.082, 0.087, 0.120, 0.125, 0.117, 0.128, 0.083, 0.084, 0.083, 0.107, 0.104, 0.105, 0.099],
  "gap_ev": 8.44,
  "molar_mass_g_mol": 441.60,
  "total_energy_ev": -46736.312,
  "e_homo_ev": -8.57,
  "total_charge": 0
}

=====

(2)
{
  "formula": "C23H31N5O2S",
  "method": "ωB97M-V/def2-TZVPD",
  "elements": ["C", "C", "C", "C", "O", "N", "C", "C", "C", "N", "C", "C", "N", "C", "C", "C", "N", "N", "C", "C", "C", "S", "C", "C", "C", "C", "C", "C", "C", "C", "O", "H", "H", "H", "H", "H", "H", "H", "H", "H", "H", "H", "H", "H", "H", "H", "H", "H", "H", "H", "H", "H", "H", "H", "H", "H", "H", "H", "H", "H", "H", "H"],
  "xyz": [[-6.467, -1.044, -0.454], [-5.457, -0.051, 0.105], [-4.094, -0.260, -0.536], [-3.387, -1.526, 0.011], [-3.586, -1.948, 1.128], [-2.505, -2.050, -0.864], [-1.388, -2.859, -0.420], [-0.162, -1.962, -0.229], [1.109, -2.743, 0.088], [2.193, -1.850, 0.458], [3.284, -2.549, 1.113], [4.320, -1.544, 1.602], [4.850, -0.796, 0.478], [5.901, 0.111, 0.880], [3.764, -0.104, -0.186], [2.726, -1.108, -0.670], [-3.163, 0.823, -0.215], [-3.394, 1.459, 0.920], [-2.549, 2.318, 1.399], [-2.885, 3.009, 2.676], [-1.336, 2.557, 0.708], [-0.016, 3.564, 1.226], [0.906, 3.117, -0.191], [2.185, 3.546, -0.505], [2.762, 3.086, -1.673], [2.075, 2.213, -2.516], [0.803, 1.784, -2.206], [0.202, 2.234, -1.031], [-1.088, 1.919, -0.496], [-2.055, 0.996, -1.032], [-1.948, 0.377, -2.087], [-6.580, -0.920, -1.530], [-7.437, -0.895, 0.013], [-6.142, -2.062, -0.254], [-5.353, -0.195, 1.181], [-5.787, 0.972, -0.077], [-4.169, -0.310, -1.627], [-2.328, -1.515, -1.709], [-1.675, -3.338, 0.518], [-1.187, -3.627, -1.172], [-0.352, -1.264, 0.590], [-0.026, -1.379, -1.141], [1.380, -3.383, -0.772], [0.914, -3.396, 0.943], [2.885, -3.101, 1.967], [3.774, -3.264, 0.428], [5.142, -2.076, 2.087], [3.847, -0.875, 2.343], [6.291, 0.616, -0.003], [6.706, -0.458, 1.341], [5.555, 0.874, 1.596], [4.167, 0.443, -1.042], [3.272, 0.621, 0.489], [1.920, -0.564, -1.163], [3.198, -1.786, -1.405], [-3.839, 2.646, 3.045], [-2.939, 4.085, 2.517], [-2.110, 2.818, 3.416], [2.712, 4.223, 0.150], [3.758, 3.408, -1.935], [2.549, 1.871, -3.423], [0.254, 1.115, -2.850]],
  "lowdin_charge": [-0.088, -0.212, -0.182, -0.453, 0.083, 0.074, -0.168, -0.164, -0.207, -0.172, -0.187, -0.195, -0.230, -0.105, -0.195, -0.173, 0.010, 0.170, -0.317, -0.033, -0.384, 1.110, -0.450, -0.092, -0.088, -0.081, -0.016, -0.179, -0.084, -0.352, 0.032, 0.074, 0.073, 0.076, 0.106, 0.114, 0.153, 0.112, 0.123, 0.124, 0.128, 0.099, 0.129, 0.123, 0.120, 0.127, 0.120, 0.127, 0.082, 0.082, 0.087, 0.113, 0.127, 0.095, 0.132, 0.084, 0.084, 0.082, 0.109, 0.107, 0.108, 0.112],
  "gap_ev": 8.46,
  "molar_mass_g_mol": 441.60,
  "total_energy_ev": -46736.219,
  "e_homo_ev": -8.59,
  "total_charge": 0
}

=====

(3)
{
  "formula": "C23H32Cl3GeN6O3STc",
  "method": "ωB97M-V/def2-TZVPD",
  "elements": ["Tc", "O", "C", "N", "C", "C", "C", "C", "C", "C", "N", "C", "C", "C", "C", "C", "N", "H", "H", "H", "H", "H", "H", "H", "H", "H", "H", "C", "Ge", "C", "C", "C", "H", "H", "H", "H", "H", "H", "H", "H", "H", "H", "Cl", "C", "Cl", "Cl", "C", "N", "O", "O", "C", "N", "C", "C", "S", "N", "C", "C", "H", "H", "H", "H", "H", "H", "H", "H", "H", "H", "H", "H"],
  "xyz": [[-0.475, 0.468, -0.125], [0.031, -2.377, 2.765], [-0.033, -1.352, 2.117], [-0.377, -1.267, 0.800], [-0.199, -2.479, 0.018], [0.467, -2.172, -1.324], [1.104, -3.384, -1.912], [1.274, -3.477, -3.240], [0.729, -2.477, -4.107], [-0.118, -1.563, -3.580], [-0.417, -1.526, -2.252], [0.365, -0.030, 2.719], [0.716, 0.068, 4.052], [1.164, 1.289, 4.528], [1.250, 2.364, 3.654], [0.870, 2.184, 2.337], [0.439, 1.009, 1.881], [-1.140, -3.002, -0.159], [0.450, -3.157, 0.571], [1.475, -4.135, -1.229], [1.796, -4.325, -3.663], [0.917, -2.490, -5.169], [-0.654, -0.852, -4.196], [0.641, -0.813, 4.673], [1.452, 1.402, 5.564], [1.607, 3.329, 3.985], [0.911, 2.996, 1.621], [-4.497, -0.028, -1.992], [-3.192, -1.423, -1.551], [-3.260, -2.839, -2.898], [-3.641, -2.147, 0.215], [-1.383, -0.574, -1.733], [-5.474, -0.480, -2.167], [-4.209, 0.517, -2.893], [-4.590, 0.673, -1.166], [-4.240, -3.316, -2.877], [-2.502, -3.598, -2.706], [-3.096, -2.440, -3.900], [-4.726, -2.137, 0.335], [-3.189, -1.560, 1.015], [-3.311, -3.179, 0.322], [-1.525, 0.179, -2.522], [2.188, 5.023, -1.124], [0.758, 4.608, -2.076], [1.183, 4.357, -3.771], [-0.477, 5.867, -1.922], [0.212, 3.360, -1.545], [-0.189, 2.374, -1.128], [1.202, 0.085, -0.938], [1.618, -1.263, -1.062], [-5.651, 2.980, -0.497], [-4.308, 2.866, 0.070], [-3.289, 3.590, -0.668], [-3.992, 1.965, 1.009], [-2.373, 1.481, 1.358], [-4.978, 1.499, 1.793], [-6.110, 2.334, 2.193], [-4.798, 0.311, 2.623], [-5.566, 2.953, -1.583], [-6.128, 3.916, -0.204], [-6.269, 2.143, -0.187], [-3.726, 4.523, -1.020], [-2.948, 3.011, -1.530], [-2.444, 3.808, -0.023], [-5.958, 3.361, 1.874], [-6.169, 2.321, 3.281], [-7.053, 1.962, 1.791], [-4.160, -0.408, 2.120], [-5.780, -0.132, 2.784], [-4.356, 0.567, 3.588]],
  "mulliken_spin": [2.713, 0.057, 0.025, 0.030, 0.008, 0.001, 0.006, 0.004, -0.001, 0.001, 0.006, 0.018, -0.008, 0.005, 0.000, 0.012, -0.006, 0.003, 0.000, 0.000, 0.000, 0.000, -0.002, -0.001, 0.000, 0.000, -0.005, 0.011, 0.006, -0.001, 0.006, -0.101, 0.000, 0.000, -0.008, 0.000, 0.000, 0.000, 0.000, 0.003, 0.000, 0.011, 0.004, -0.002, 0.003, 0.003, 0.095, -0.125, 0.150, 0.055, 0.000, 0.000, 0.006, 0.002, 0.016, 0.001, 0.001, -0.005, 0.000, 0.000, 0.000, 0.000, 0.000, 0.000, 0.000, 0.000, 0.000, 0.001, 0.000, 0.002],
  "gap_ev": [6.80, 5.57],
  "molar_mass_g_mol": 749.58,
  "total_energy_ev": -146561.096,
  "e_homo_ev": [-9.58, -9.53],
  "total_charge": 1,
  "multiplicity": 4
}